This record from OMol25 describes C24H24ClN6O13W as an isolated structure in a non-equilibrium geometry. The level of theory is ωB97M-V/def2-TZVPD.

Last column: Mulliken charge in e.
Element x y z (Å)
W 0.69115 -0.29142 -1.14999  1.4700
O 4.12373 1.99409 -0.78431  -0.5609
C 3.26122 1.25619 -1.15578  -0.2287
N 2.33763 0.57105 -0.34297  0.2812
C 2.58695 0.36231 1.03147  -0.4163
O 3.14348 1.10833 1.77858  -0.5503
C 2.05849 -0.98298 1.42250  0.5938
C 2.48812 -1.64754 2.53993  -0.4780
C 2.08886 -2.97265 2.70619  -0.6795
C 1.25274 -3.55147 1.77251  -0.9802
C 0.82001 -2.80229 0.69107  -0.2033
N 1.23888 -1.54858 0.51781  0.6871
C 3.08075 0.85768 -2.59089  0.8551
C 3.92989 1.28171 -3.57908  -0.5714
C 3.70815 0.82673 -4.87666  -0.5703
C 2.65026 -0.02635 -5.12296  -0.9126
C 1.83317 -0.41456 -4.07221  -0.2731
N 2.06369 0.01602 -2.83579  0.4841
H 3.14600 -1.13990 3.23098  0.6033
H 2.44645 -3.54599 3.55095  0.4822
H 0.93420 -4.57981 1.85933  0.5968
H 0.13697 -3.19333 -0.04682  0.6083
H 4.74292 1.94426 -3.31772  0.5981
H 4.35669 1.14168 -5.68288  0.4865
H 2.45000 -0.40884 -6.11295  0.5286
H 0.98716 -1.07201 -4.20940  0.5448
O -0.26013 0.85931 0.09410  -0.0579
C -1.02607 1.87528 0.15116  0.1275
C -1.02539 2.86419 -0.80632  0.4048
C -1.86891 4.00486 -0.67167  -0.5252
C -1.73850 5.00612 -1.56475  -0.5739
C -0.79399 4.94832 -2.62411  -0.4258
C -0.01354 3.85076 -2.80245  -1.0989
C -0.11270 2.74509 -1.90749  0.1745
O 0.62104 1.71780 -2.10950  0.0595
N -2.59260 6.20139 -1.43751  1.0283
O -3.41053 6.20473 -0.54349  -0.6032
O -2.41093 7.09227 -2.23793  -0.6044
H -1.64520 1.94029 1.04589  0.3964
H -2.60123 4.07269 0.12179  0.6127
H -0.72227 5.79806 -3.28891  0.5413
H 0.70080 3.78966 -3.61129  0.5130
C -3.13704 -3.20826 1.14516  -0.9544
N -3.04047 -2.44030 2.37322  0.1057
C -3.55034 -3.11203 3.55763  -1.1950
C -2.15266 -1.40178 2.41259  0.3886
O -1.28073 -1.26838 1.54699  -0.1749
N -2.27314 -0.51226 3.45064  0.2298
C -1.17249 0.38415 3.74292  -0.8898
C -3.52176 -0.22458 4.13487  -1.1884
H -4.17157 -3.51990 0.99769  0.4116
H -2.51282 -4.10785 1.18601  0.2966
H -2.82082 -2.60009 0.30326  0.1599
H -3.25147 -4.16282 3.52647  0.3799
H -4.64059 -3.07509 3.60884  0.3091
H -3.13773 -2.67341 4.46075  0.4014
H -0.39701 0.26023 2.99248  0.0791
H -0.74956 0.17990 4.73000  0.3506
H -1.51635 1.42265 3.74090  0.3206
H -4.35172 -0.71628 3.63684  0.3798
H -3.70091 0.85302 4.10890  0.3882
H -3.50102 -0.53037 5.18384  0.3288
O -0.97514 -1.26415 -1.27913  -0.3612
O -0.67971 -0.44035 -2.42493  -0.4459
O 3.39957 -1.88847 -1.29601  -0.6145
Cl 2.62874 -2.83804 -2.04530  2.0734
O 2.58214 -4.08106 -1.37021  -0.6741
O 3.08737 -2.91661 -3.38259  -0.6896
O 1.17983 -2.27096 -2.07025  -0.7792

Net charge: +1
E_HOMO in eV: -11.609
ΔE to the lowest compared entry with this formula, charge and spin in kJ/mol: 82.59
Frontier orbital gap in eV: 6.12